{
  "formula": "C78H210N21O25P7",
  "method": "the ωB97M-V functional and the def2-TZVPD basis",
  "largest_force_ev_per_a": 3.83,
  "e_lumo_ev": 0.44,
  "species": ["O", "P", "N", "C", "C", "N", "C", "C", "N", "C", "C", "H", "H", "H", "H", "H", "H", "H", "H", "H", "H", "H", "H", "H", "H", "H", "H", "H", "H", "O", "P", "N", "C", "C", "N", "C", "C", "N", "C", "C", "H", "H", "H", "H", "H", "H", "H", "H", "H", "H", "H", "H", "H", "H", "H", "H", "H", "H", "O", "P", "N", "C", "C", "N", "C", "C", "N", "C", "C", "H", "H", "H", "H", "H", "H", "H", "H", "H", "H", "H", "H", "H", "H", "H", "H", "H", "H", "O", "P", "N", "C", "C", "N", "C", "C", "N", "C", "C", "H", "H", "H", "H", "H", "H", "H", "H", "H", "H", "H", "H", "H", "H", "H", "H", "H", "H", "O", "P", "N", "C", "C", "N", "C", "C", "N", "C", "C", "H", "H", "H", "H", "H", "H", "H", "H", "H", "H", "H", "H", "H", "H", "H", "H", "H", "H", "O", "P", "N", "C", "C", "N", "C", "C", "N", "C", "C", "H", "H", "H", "H", "H", "H", "H", "H", "H", "H", "H", "H", "H", "H", "H", "H", "H", "H", "O", "P", "N", "C", "C", "N", "C", "C", "N", "C", "C", "H", "H", "H", "H", "H", "H", "H", "H", "H", "H", "H", "H", "H", "H", "H", "H", "H", "H", "C", "O", "C", "C", "O", "C", "C", "O", "C", "H", "H", "H", "H", "H", "H", "H", "H", "H", "H", "H", "H", "H", "H", "C", "O", "C", "C", "O", "C", "C", "O", "C", "H", "H", "H", "H", "H", "H", "H", "H", "H", "H", "H", "H", "H", "H", "C", "O", "C", "C", "O", "C", "C", "O", "C", "H", "H", "H", "H", "H", "H", "H", "H", "H", "H", "H", "H", "H", "H", "C", "O", "C", "C", "O", "C", "C", "O", "C", "H", "H", "H", "H", "H", "H", "H", "H", "H", "H", "H", "H", "H", "H", "C", "O", "C", "C", "O", "C", "C", "O", "C", "H", "H", "H", "H", "H", "H", "H", "H", "H", "H", "H", "H", "H", "H", "C", "O", "C", "C", "O", "C", "C", "O", "C", "H", "H", "H", "H", "H", "H", "H", "H", "H", "H", "H", "H", "H", "H"],
  "xyz": [[-3.1028, 1.1151, 3.7834], [-3.0248, -0.0660, 4.7081], [-4.1956, -1.1275, 4.3447], [-4.7472, -2.1313, 5.3696], [-4.6439, -1.3744, 2.9672], [-3.3450, 0.2484, 6.3588], [-2.9238, -0.5501, 7.5107], [-4.3956, 1.1646, 6.7348], [-1.5184, -0.7756, 4.8063], [-0.3531, 0.0452, 5.1331], [-1.1686, -2.0062, 4.1864], [-3.9869, -2.6967, 5.9591], [-5.2031, -2.8450, 4.7478], [-5.4150, -1.6281, 6.0053], [-4.1172, -2.1460, 2.4811], [-4.5531, -0.4709, 2.3893], [-5.7060, -1.5504, 3.0110], [-2.6310, 0.0709, 8.3685], [-3.7188, -1.2086, 7.9099], [-2.1367, -1.1875, 7.1342], [-3.9041, 1.8714, 7.3757], [-4.8354, 1.7911, 5.9453], [-5.1459, 0.6589, 7.3548], [0.3062, -0.5669, 5.8000], [0.0994, 0.3843, 4.1911], [-0.6643, 0.8830, 5.7814], [-2.0470, -2.6751, 4.0413], [-0.3070, -2.4640, 4.7720], [-0.7834, -1.8042, 3.1457], [-0.8516, -1.2858, -6.7627], [-0.8323, -2.7083, -6.2457], [0.7214, -3.0554, -5.8298], [1.1305, -4.4069, -5.5283], [1.6684, -2.0635, -5.3240], [-1.1092, -4.0371, -7.2156], [-2.4652, -4.2766, -7.4995], [-0.3934, -3.9986, -8.4870], [-1.8884, -2.8473, -4.9796], [-1.6588, -3.8252, -3.9084], [-3.0997, -2.0694, -4.8733], [1.4627, -4.5386, -4.4681], [1.9860, -4.6861, -6.1687], [0.3064, -5.1495, -5.6138], [1.6786, -2.0300, -4.2263], [1.4547, -1.0437, -5.6005], [2.6647, -2.3560, -5.6130], [-3.1024, -4.3917, -6.6104], [-2.9492, -3.5964, -8.1619], [-2.5312, -5.2441, -8.0174], [-0.3664, -2.9960, -8.9416], [0.5910, -4.4588, -8.4690], [-0.9689, -4.6211, -9.2014], [-0.6369, -4.0999, -3.8224], [-1.8451, -3.3402, -2.9473], [-2.2612, -4.8056, -3.9420], [-3.0708, -1.1407, -5.4516], [-3.1858, -1.7902, -3.8031], [-4.0683, -2.5322, -4.9897], [-4.0717, -5.6317, -1.9932], [-4.8052, -5.1349, -0.8247], [-6.4654, -5.2017, -1.1581], [-6.9559, -6.0661, -2.1974], [-7.4627, -4.8399, -0.2049], [-4.4212, -3.5441, -0.3849], [-3.1131, -3.2294, 0.1657], [-5.1284, -2.2836, -0.8082], [-4.3794, -5.8155, 0.6218], [-3.7934, -7.1781, 0.7968], [-4.8116, -5.2179, 1.8886], [-7.6044, -5.5530, -2.8958], [-7.4504, -6.9736, -1.7922], [-6.1191, -6.4140, -2.7721], [-7.1746, -4.1196, 0.5550], [-7.9007, -5.7036, 0.2716], [-8.2994, -4.3174, -0.7537], [-2.2699, -3.5217, -0.5324], [-3.0111, -2.1881, 0.3774], [-2.8872, -3.7782, 1.0994], [-4.8206, -1.7605, -1.7252], [-6.1377, -2.5529, -0.9874], [-5.1767, -1.6219, 0.0801], [-4.5980, -7.9417, 0.8745], [-3.1370, -7.4737, 0.0041], [-3.2468, -7.1167, 1.7280], [-5.5830, -5.8788, 2.2720], [-5.1678, -4.2357, 1.7239], [-3.9699, -5.0450, 2.5799], [3.3992, -5.7390, -2.1350], [3.0587, -5.2735, -0.7713], [3.4209, -6.4534, 0.3653], [2.4542, -6.9118, 1.3306], [4.7961, -6.8900, 0.6080], [1.4437, -4.9249, -0.5462], [0.4224, -5.4958, -1.4055], [0.9203, -3.8935, 0.3642], [3.9648, -3.9552, -0.2562], [4.4258, -2.8131, -1.0435], [4.3135, -3.7874, 1.2123], [2.6491, -7.9376, 1.7070], [1.4747, -7.0028, 0.8620], [2.3208, -6.3526, 2.3060], [5.4444, -6.3964, -0.1249], [4.8812, -7.9982, 0.6465], [5.1646, -6.4843, 1.5348], [-0.2487, -6.2056, -0.8186], [-0.1722, -4.7589, -1.9733], [0.9834, -6.1925, -2.0497], [0.5207, -3.0531, -0.1076], [0.1424, -4.1938, 1.0996], [1.7167, -3.5867, 1.0455], [3.9360, -1.8933, -0.5932], [5.4758, -2.6821, -0.9345], [4.1752, -2.8303, -2.1066], [5.3689, -3.9570, 1.3898], [3.6635, -4.4130, 1.8183], [4.0051, -2.7686, 1.4455], [-7.9974, 0.9368, -4.1722], [-8.1639, 1.1662, -2.7331], [-8.9245, 2.6068, -2.3379], [-10.1142, 2.7458, -3.1532], [-8.1687, 3.8532, -2.4432], [-6.6782, 1.2443, -1.9957], [-6.4730, 1.1592, -0.5567], [-5.3543, 1.5302, -2.6834], [-9.1013, 0.0911, -1.9837], [-9.9148, 0.1405, -0.7691], [-9.1242, -1.2792, -2.4825], [-10.6772, 1.8225, -3.1584], [-9.7920, 3.0048, -4.1828], [-10.7500, 3.5731, -2.7629], [-7.9627, 4.1956, -3.4832], [-7.2301, 3.7915, -1.8950], [-8.7630, 4.5868, -1.9016], [-6.0086, 2.0897, -0.2230], [-7.4552, 0.9887, -0.0350], [-5.7705, 0.3668, -0.2278], [-4.9684, 2.4955, -2.3731], [-4.6643, 0.7739, -2.3561], [-5.4616, 1.5406, -3.7553], [-9.8841, 1.1852, -0.4261], [-10.9577, -0.0820, -1.0224], [-9.6582, -0.5526, 0.0144], [-9.0383, -1.8894, -1.5910], [-8.3731, -1.4713, -3.2827], [-10.1589, -1.5194, -2.8529], [1.9105, 2.8305, -4.0032], [0.9164, 3.6400, -4.7254], [1.3771, 4.6700, -5.9708], [1.9250, 4.2808, -7.2547], [1.5031, 6.0747, -5.7578], [0.1689, 4.6257, -3.6422], [-1.1069, 5.2501, -3.7721], [0.8847, 4.8695, -2.4076], [-0.1710, 2.6978, -5.5411], [-1.1291, 3.1704, -6.5042], [-0.5649, 1.4539, -4.8732], [3.0263, 4.3414, -7.2918], [1.6409, 5.0580, -7.9452], [1.5242, 3.3530, -7.6325], [1.3205, 6.3571, -4.6682], [0.8088, 6.6460, -6.3956], [2.5269, 6.3629, -5.9629], [-1.7028, 5.0579, -2.8681], [-1.0074, 6.3207, -4.0136], [-1.5384, 4.8319, -4.6810], [0.2221, 5.0591, -1.5491], [1.5139, 4.0411, -2.2182], [1.4722, 5.8197, -2.4883], [-1.2240, 2.3809, -7.2487], [-2.1253, 3.2637, -6.1421], [-0.7497, 4.0789, -7.0277], [0.2584, 1.1167, -4.2178], [-0.8222, 0.6981, -5.6260], [-1.4767, 1.5633, -4.1914], [-1.1180, -1.2713, 0.8896], [-0.2884, -0.2375, 0.2451], [0.9621, 0.4294, 1.2125], [0.6533, 1.6888, 1.8711], [1.8334, -0.5375, 1.8308], [-1.2323, 0.9883, -0.2195], [-2.4186, 1.4168, 0.5694], [-0.8822, 1.9514, -1.2089], [0.4901, -0.8241, -1.1233], [1.7671, -0.3234, -1.6633], [-0.4140, -1.5854, -2.0548], [-0.1808, 1.5674, 2.6011], [0.3653, 2.5397, 1.2378], [1.4487, 2.0482, 2.4625], [2.7462, -0.0860, 2.2297], [2.1170, -1.2561, 1.0682], [1.2628, -1.0239, 2.6081], [-3.1152, 2.0952, -0.0048], [-2.9652, 0.6085, 0.9952], [-2.0846, 1.9122, 1.4890], [-1.8146, 2.0336, -1.8952], [-0.7789, 2.9348, -0.7337], [0.0337, 1.7206, -1.7761], [2.3857, -1.1422, -2.0085], [1.6635, 0.3261, -2.5157], [2.2975, 0.2254, -0.9354], [-1.2584, -1.9634, -1.4396], [0.1592, -2.4202, -2.4326], [-0.8173, -0.9724, -2.8717], [-1.1397, 4.2752, 4.4053], [-2.2563, 4.9409, 3.8229], [-2.6907, 4.3699, 2.5964], [-1.7747, 4.8194, 1.4475], [-2.2564, 4.5119, 0.1893], [-3.1726, 5.4580, -0.3379], [-4.2264, 4.8141, -1.1638], [-5.2356, 4.1478, -0.3485], [-6.1823, 5.1023, 0.1516], [-1.2032, 3.2026, 4.2250], [-1.1021, 4.6161, 5.4885], [-0.2354, 4.7034, 3.9648], [-3.6848, 4.7823, 2.4209], [-2.8227, 3.2954, 2.6900], [-0.7697, 4.3309, 1.5049], [-1.6421, 5.8932, 1.4978], [-2.6682, 6.2266, -0.9930], [-3.6187, 6.1183, 0.4027], [-3.7184, 4.1321, -1.8702], [-4.8303, 5.4978, -1.8004], [-7.0324, 4.5117, 0.4553], [-6.5550, 5.7986, -0.6224], [-5.7150, 5.6908, 1.0362], [2.3329, -8.2107, -7.1909], [3.5446, -7.7665, -6.6712], [3.4658, -7.2308, -5.3840], [4.5408, -6.2207, -5.2050], [4.2975, -5.1073, -6.0452], [4.9906, -3.9733, -5.6770], [4.8537, -3.0906, -6.8990], [5.3537, -1.8187, -6.6292], [5.1212, -0.9246, -7.7535], [1.6662, -7.4007, -7.5348], [1.8873, -8.7825, -6.3996], [2.5301, -8.8451, -8.0205], [3.5331, -8.0272, -4.5727], [2.5503, -6.6516, -5.2510], [5.4980, -6.7249, -5.4391], [4.4442, -5.8903, -4.1902], [6.0707, -4.0371, -5.3739], [4.6397, -3.5108, -4.7341], [3.8435, -3.0966, -7.2441], [5.3953, -3.6099, -7.6992], [4.0700, -0.6115, -7.9441], [5.4811, -1.5091, -8.6028], [5.7418, -0.0749, -7.6639], [2.9262, -4.6351, 4.9280], [2.3337, -3.3869, 5.3363], [2.8799, -2.2586, 4.6844], [4.1945, -1.7362, 5.1050], [5.2182, -2.7254, 5.0198], [6.4950, -2.2214, 5.3198], [7.5624, -3.3090, 5.0636], [7.5427, -3.7693, 3.7108], [6.8799, -5.0266, 3.6090], [3.8259, -4.7957, 5.5071], [3.1942, -4.5754, 3.8828], [2.1792, -5.3974, 5.1712], [2.1575, -1.4277, 4.7487], [2.9095, -2.5305, 3.6320], [4.2248, -1.3910, 6.1393], [4.3411, -0.8176, 4.5294], [6.5100, -1.7831, 6.2819], [6.5869, -1.3659, 4.6833], [7.4675, -4.1769, 5.7067], [8.6340, -2.9453, 5.1987], [7.2517, -5.8100, 4.3702], [7.0633, -5.3237, 2.6078], [5.8339, -4.8934, 3.7879], [4.3774, 8.1251, 8.2833], [4.5708, 7.0265, 7.3266], [5.4486, 7.3963, 6.2896], [5.4573, 6.4060, 5.1227], [4.2571, 6.2792, 4.3414], [3.5865, 7.4351, 3.8212], [2.0916, 7.0796, 3.5635], [1.9335, 6.0867, 2.5663], [2.0325, 6.5433, 1.2820], [5.3310, 8.6294, 8.4673], [3.8772, 7.8421, 9.1847], [3.6554, 8.7661, 7.7872], [6.4845, 7.4092, 6.6800], [5.3000, 8.3903, 5.9112], [5.6141, 5.3950, 5.5166], [6.2603, 6.6454, 4.3794], [4.0759, 7.7281, 2.8438], [3.5614, 8.3372, 4.5114], [1.5778, 7.9970, 3.2565], [1.5737, 6.7614, 4.4961], [1.8336, 5.7533, 0.5718], [3.0379, 6.9925, 1.1772], [1.3107, 7.3266, 1.1179], [4.0424, 4.1384, 1.7455], [4.8319, 2.9070, 1.8878], [5.5281, 2.4695, 0.7562], [4.6749, 2.0467, -0.5136], [5.5204, 1.9642, -1.6459], [4.7521, 1.5779, -2.8207], [5.2322, 2.1730, -4.1064], [4.9881, 3.6054, -4.1256], [4.7915, 4.0896, -5.4149], [4.7768, 4.9428, 1.4446], [3.5464, 4.4448, 2.6364], [3.3154, 4.0681, 0.8951], [6.0354, 1.5646, 1.1007], [6.2670, 3.2144, 0.4008], [3.9256, 2.7500, -0.7415], [4.0926, 1.1585, -0.4141], [3.6786, 1.7685, -2.7197], [4.8013, 0.4738, -2.8651], [4.7884, 1.6736, -4.9553], [6.3258, 2.0474, -4.2737], [3.7181, 4.0181, -5.5841], [5.4100, 3.5447, -6.1547], [5.1122, 5.1406, -5.4912], [3.1117, 5.1936, 10.8590], [1.9676, 4.7989, 10.1231], [1.9548, 5.2377, 8.7444], [1.5826, 4.0561, 7.9719], [2.6502, 3.1258, 8.0440], [2.3451, 2.0875, 7.1160], [3.0123, 2.2212, 5.7200], [4.2963, 1.6298, 5.6912], [5.1418, 1.9485, 4.6204], [3.2261, 6.1100, 11.3567], [4.0555, 5.0164, 10.3421], [3.1276, 4.4478, 11.7067], [2.9102, 5.6719, 8.5119], [1.2540, 6.0723, 8.6585], [1.4680, 4.3465, 6.9398], [0.6459, 3.6298, 8.3101], [1.1949, 1.9973, 6.9944], [2.6019, 1.1282, 7.6647], [3.0826, 3.2654, 5.3260], [2.3187, 1.6773, 4.9969], [4.8092, 1.4616, 3.6985], [6.1335, 1.6233, 4.9314], [5.1941, 3.0671, 4.5986]]
}



{
  "formula": "C5H8N2",
  "method": "the ωB97M-V functional and the def2-TZVPD basis",
  "spin_multiplicity": 3,
  "largest_force_ev_per_a": 8.73,
  "e_lumo_ev": [0.77, -3.59],
  "species": ["C", "C", "C", "C", "C", "N", "N", "H", "H", "H", "H", "H", "H", "H", "H"],
  "xyz": [[-2.1629, 0.4161, -0.1376], [-0.7546, 0.6847, -0.5762], [0.0917, -0.5728, -0.3547], [-0.2563, -1.8218, 0.3638], [1.5243, 1.4361, 0.1673], [-3.1242, -0.0375, 0.2398], [0.3132, 0.6264, 0.4506], [-0.5150, 1.2349, -1.4988], [0.8546, -0.7181, -1.1409], [-0.7141, -1.3868, 1.2914], [0.5955, -2.2583, 0.6615], [-1.0437, -2.4525, 0.0331], [1.4642, 1.9449, -0.8476], [1.4623, 2.1685, 0.9363], [2.2650, 0.7361, 0.4121]]
}



{
  "formula": "C48H34F3N11OSSiTi",
  "method": "the ωB97M-V functional and the def2-TZVPD basis",
  "spin_multiplicity": 3,
  "largest_force_ev_per_a": 4.58,
  "charge": -2,
  "e_lumo_ev": [4.35, 3.41],
  "species": ["Ti", "C", "C", "C", "C", "C", "N", "C", "N", "C", "C", "C", "C", "C", "C", "C", "C", "N", "C", "N", "C", "N", "C", "N", "C", "N", "C", "C", "C", "C", "C", "C", "C", "C", "C", "C", "C", "C", "N", "C", "C", "H", "H", "H", "H", "H", "H", "H", "H", "H", "H", "H", "H", "H", "H", "H", "H", "F", "C", "F", "F", "C", "C", "C", "C", "N", "C", "S", "H", "H", "H", "C", "Si", "C", "C", "O", "H", "H", "H", "H", "H", "H", "H", "H", "H", "N", "C", "N", "C", "C", "C", "C", "C", "C", "H", "H", "H", "H", "H", "H"],
  "xyz": [[-0.2361, 0.4743, 0.2749], [-3.3344, 3.1142, 5.1471], [-4.3542, 3.2280, 4.2129], [-4.0933, 3.1529, 2.8402], [-2.7855, 2.9539, 2.4444], [-2.1950, 2.6574, 1.1239], [-0.9303, 2.0968, 1.3340], [-0.5869, 2.3377, 2.6597], [0.5449, 2.2334, 3.2041], [1.6265, 1.7630, 2.5057], [2.9671, 1.9288, 2.8834], [3.6416, 2.6740, 3.8780], [5.0203, 2.6340, 3.9368], [5.7537, 1.8760, 3.0116], [5.1384, 1.1319, 2.0284], [3.7372, 1.1429, 1.9752], [2.8058, 0.5724, 1.0829], [3.2478, -0.1884, 0.0293], [2.5488, -0.1839, -1.0453], [1.3078, 0.3646, -1.2354], [1.1834, 0.5498, -2.6282], [0.2874, 1.2136, -3.2585], [-0.7558, 1.8378, -2.6360], [-1.0908, 1.7796, -1.2912], [-2.1407, 2.6321, -1.1283], [-2.7795, 2.9307, 0.0513], [-2.4891, 3.2534, -2.3461], [-3.4478, 4.2375, -2.6801], [-3.5307, 4.6642, -3.9769], [-2.6456, 4.1365, -4.9563], [-1.7145, 3.1900, -4.6435], [-1.5949, 2.7549, -3.3045], [2.3012, -0.0881, -3.3152], [2.6154, -0.2572, -4.6631], [3.7987, -0.9324, -4.9830], [4.6449, -1.3909, -3.9953], [4.3465, -1.1888, -2.6480], [3.1460, -0.5820, -2.3327], [1.5503, 0.9468, 1.3751], [-1.7787, 2.8130, 3.3764], [-2.0219, 2.9062, 4.7359], [-3.5446, 3.1514, 6.2071], [-5.3969, 3.3182, 4.4942], [-4.9057, 3.2031, 2.1348], [3.0786, 3.3167, 4.5527], [5.5281, 3.2205, 4.6961], [6.8303, 1.8621, 3.0813], [5.7050, 0.5774, 1.2936], [-4.0940, 4.6302, -1.9053], [-4.2981, 5.3609, -4.2803], [-2.7450, 4.4602, -5.9907], [-1.0148, 2.8002, -5.3803], [1.9546, 0.1056, -5.4293], [4.0075, -1.1182, -6.0293], [5.5641, -1.9043, -4.2505], [5.0000, -1.5061, -1.8655], [-1.2306, 2.7675, 5.4428], [-5.2119, -2.5869, -3.2926], [-4.7850, -1.8124, -2.2425], [-5.3987, -0.6270, -2.3849], [-5.2670, -2.4401, -1.1379], [-3.3090, -1.7101, -2.2335], [-2.5975, -2.3579, -3.2121], [-1.2102, -2.2763, -3.2276], [-0.6022, -1.6015, -2.2081], [-1.2386, -0.9696, -1.2249], [-2.6175, -0.9987, -1.2059], [-3.3868, -0.2524, 0.0907], [-3.1228, -2.9050, -3.9954], [-0.6526, -2.7767, -3.9904], [0.4732, -1.6298, -2.1365], [-2.8862, -0.7931, 3.6318], [-1.2458, -1.3770, 2.9985], [-1.3532, -3.1865, 2.5390], [0.0529, -1.0542, 4.2875], [-0.7774, -0.5676, 1.6662], [-3.1505, -1.2592, 4.5844], [-3.6458, -1.0302, 2.8839], [-2.8935, 0.3151, 3.7653], [-1.7590, -3.8230, 3.3376], [-0.3447, -3.5137, 2.2744], [-2.0088, -3.2412, 1.6613], [0.0352, -1.6956, 5.1883], [-0.0577, -0.0097, 4.5945], [1.0411, -1.0930, 3.8018], [3.5026, -2.9709, 0.3335], [2.6724, -2.1973, 1.0790], [1.3983, -2.3546, 0.8455], [1.3735, -3.3922, -0.0613], [0.2722, -4.0806, -0.5770], [0.5373, -5.0106, -1.5652], [1.8519, -5.3340, -1.9768], [2.9514, -4.7213, -1.4148], [2.6818, -3.7611, -0.4336], [4.4918, -2.7856, 0.2253], [3.0920, -1.4651, 1.7520], [-0.7062, -3.7797, -0.2426], [-0.2819, -5.5068, -2.0696], [1.9781, -6.0375, -2.7958], [3.9583, -4.9456, -1.7267]]
}